# 1
DFT (ωB97M-V/def2-TZVPD) results for a 2-piece molecular cluster, C5H9N overall.

## Properties
- lowest unoccupied orbital energy (hartree) = 0.0180
- frontier orbital gap (eV) = 10.6
- SMILES = C=C(C)C#N.C
- E (eV) = -6819.730
- energy relative to the best compared isomer or geometry (same formula, charge and spin) (kcal/mol) = 29.2

Cartesian coordinates (Å):
C (0.0711, 0.8430, 2.1652)
C (0.0832, -0.6009, -0.8881)
C (-0.8031, 0.5185, -1.2701)
C (1.3286, -0.7499, -1.4023)
C (-0.4725, -1.6541, -0.0892)
N (-0.9385, -2.4972, 0.5513)
H (-0.6881, 0.0587, 2.2044)
H (0.5852, 0.7967, 3.1206)
H (-0.4214, 1.7994, 2.0014)
H (-1.2395, 0.9957, -0.3898)
H (-1.6488, 0.1505, -1.8591)
H (-0.3227, 1.2982, -1.8595)
H (0.8927, 0.7188, 1.2665)
H (1.7410, 0.0021, -2.0687)
H (1.9396, -1.6148, -1.1666)

***

# 2
DFT (ωB97M-V/def2-TZVPD) results for one molecule with the formula C5H9N.

## Properties
- lowest unoccupied orbital energy (hartree) = 0.0278
- frontier orbital gap (eV) = 10.5
- SMILES = CC(C)CC#N
- E (eV) = -6818.783
- energy relative to the best compared isomer or geometry (same formula, charge and spin) (kcal/mol) = 51.0

Cartesian coordinates (Å):
C (-0.4280, 1.2481, -0.6128)
C (-0.3524, -0.0288, 0.1662)
C (-1.2584, -1.1624, -0.2195)
C (1.0918, -0.5246, 0.4230)
C (2.2296, 0.3266, 0.1569)
N (3.1260, 1.0560, 0.0589)
H (0.2985, 1.9776, -0.2355)
H (-1.4348, 1.6438, -0.4788)
H (-0.2200, 1.0752, -1.6688)
H (-0.7679, 0.2865, 1.2301)
H (-1.0829, -1.4753, -1.2499)
H (-2.2832, -0.8092, -0.0990)
H (-1.1019, -2.0275, 0.4380)
H (1.3086, -1.5973, 0.3728)
H (0.5522, -0.1948, 1.3824)

***

# 3
DFT (ωB97M-V/def2-TZVPD) results for one molecule with the formula C5H9N.

## Properties
- lowest unoccupied orbital energy (hartree) = 0.0321
- frontier orbital gap (eV) = 8.9
- SMILES = C=C/C=C/CN
- E (eV) = -6817.919
- energy relative to the best compared isomer or geometry (same formula, charge and spin) (kcal/mol) = 70.9

Cartesian coordinates (Å):
N (-1.4907, 1.4514, -0.9266)
C (-1.0456, 0.2231, -1.6096)
C (1.7652, -0.2929, 2.1140)
C (1.3455, -0.9346, 0.9651)
C (0.1365, -0.4281, 0.3715)
C (-0.3384, -0.7849, -0.8467)
H (-1.0784, 2.3022, -0.5555)
H (-2.3801, 1.3700, -0.4318)
H (-1.7943, -0.2095, -2.2559)
H (-0.2045, 0.6539, -2.2188)
H (2.6787, -0.5481, 2.6015)
H (1.3356, 0.7245, 2.3833)
H (1.7738, -1.9805, 0.8445)
H (-0.4480, 0.3582, 0.8453)
H (-0.2555, -1.9047, -1.2804)

***

# 4
DFT (ωB97M-V/def2-TZVPD) results for one molecule with the formula C5H9N.

## Properties
- lowest unoccupied orbital energy (hartree) = 0.0087
- frontier orbital gap (eV) = 8.1
- SMILES = C=CC(=C)NC
- E (eV) = -6816.299
- energy relative to the best compared isomer or geometry (same formula, charge and spin) (kcal/mol) = 108.3

Cartesian coordinates (Å):
C (1.6926, -1.6457, -0.3742)
N (1.1837, -0.4444, 0.4220)
C (0.1718, 0.4249, -0.0892)
C (-0.6104, 0.0078, -1.1423)
C (-1.7322, 1.9244, 0.7483)
C (-0.4388, 1.5500, 0.7667)
H (2.5915, -1.8717, 0.3305)
H (2.1095, -1.2815, -1.3531)
H (0.9202, -2.5183, -0.3288)
H (0.6833, -1.0451, 1.0964)
H (-0.3008, -0.5485, -2.1188)
H (-1.7247, -0.1707, -1.3095)
H (-2.0951, 2.6442, 1.3808)
H (-2.4736, 1.3325, 0.2274)
H (0.0229, 1.6420, 1.7438)

***

# 5
DFT (ωB97M-V/def2-TZVPD) results for a 2-piece molecular cluster, C5H9N overall.

## Properties
- lowest unoccupied orbital energy (alpha / beta) (hartree) = -0.0416 / 0.0104
- frontier orbital gap (alpha / beta) (eV) = 7.0 / 9.4
- E (eV) = -6816.806
- energy relative to the best compared isomer or geometry (same formula, charge and spin) (kcal/mol) = 96.6

Cartesian coordinates (Å):
C (-2.1763, -0.3932, 0.9098)
C (-1.4941, 0.3455, -0.2393)
C (-0.0321, 0.1061, -0.3766)
C (2.8148, 0.4409, 0.0042)
C (2.4326, -0.5669, -0.8337)
N (1.8070, -1.3349, -1.4841)
H (-1.7599, -0.0902, 1.8751)
H (-3.2510, -0.1874, 0.9357)
H (-2.0481, -1.4745, 0.8083)
H (-1.6705, 1.4311, -0.1611)
H (-1.9658, 0.0792, -1.1992)
H (0.4770, -0.5445, 0.3117)
H (0.5191, 0.6340, -1.1338)
H (3.1505, 0.1925, 1.0058)
H (3.1969, 1.3623, -0.4228)

***

# 6
DFT (ωB97M-V/def2-TZVPD) results for one molecule with the formula C5H9N.

## Properties
- lowest unoccupied orbital energy (hartree) = 0.0419
- frontier orbital gap (eV) = 10.5
- SMILES = C1CN2CC1C2
- E (eV) = -6818.768
- energy relative to the best compared isomer or geometry (same formula, charge and spin) (kcal/mol) = 51.4

Cartesian coordinates (Å):
C (1.1443, 0.5747, -0.1284)
C (0.9501, -0.9248, 0.2768)
C (-0.9138, 0.2954, 1.0096)
C (-0.3703, 0.8394, -0.3379)
C (-0.8644, -0.4739, -0.9172)
H (1.7267, 0.7575, -1.0575)
H (1.5771, 1.2780, 0.6175)
H (1.4382, -1.0226, 1.2327)
H (1.2627, -1.7089, -0.4993)
H (-1.9597, 0.4590, 1.1499)
H (-0.4623, 0.6789, 1.9650)
H (-0.7000, 1.8298, -0.7874)
H (-1.9642, -0.4929, -1.1857)
H (-0.3406, -0.9246, -1.7188)
N (-0.5238, -1.1651, 0.3808)

***

# 7
DFT (ωB97M-V/def2-TZVPD) results for one molecule with the formula C5H9N.

## Properties
- lowest unoccupied orbital energy (hartree) = 0.0488
- frontier orbital gap (eV) = 10.5
- SMILES = C1CC1N1CC1
- E (eV) = -6818.857
- energy relative to the best compared isomer or geometry (same formula, charge and spin) (kcal/mol) = 49.3

Cartesian coordinates (Å):
C (-1.6665, 0.9849, 0.0328)
C (-1.7624, -0.5144, -0.0828)
C (-0.4891, 0.1213, 0.3722)
N (0.6161, 0.1163, -0.5452)
C (1.5984, -0.9405, -0.3753)
C (1.9053, 0.4570, 0.0218)
H (-1.5939, 1.5553, -0.8888)
H (-2.2018, 1.4828, 0.8370)
H (-2.3372, -1.0596, 0.6600)
H (-1.7639, -0.9506, -1.0768)
H (-0.2401, 0.0115, 1.4326)
H (1.4419, -1.6764, 0.4145)
H (2.0072, -1.3451, -1.2989)
H (2.5475, 1.0819, -0.5934)
H (1.9383, 0.6754, 1.0903)

***

# 8
DFT (ωB97M-V/def2-TZVPD) results for one molecule with the formula C5H9N.

## Properties
- lowest unoccupied orbital energy (hartree) = 0.0356
- frontier orbital gap (eV) = 9.3
- SMILES = C=C/C(C)=C/N
- E (eV) = -6819.219
- energy relative to the best compared isomer or geometry (same formula, charge and spin) (kcal/mol) = 41.0

Cartesian coordinates (Å):
C (-0.0385, 1.3024, -0.4426)
N (2.5380, -0.2904, 0.3124)
C (1.2436, -0.8185, 0.1060)
C (0.1348, -0.1936, -0.3225)
C (-1.1410, -0.9135, -0.0198)
C (-2.3460, -0.3881, 0.2773)
H (0.8256, 1.9594, -0.4648)
H (-0.7182, 1.7476, 0.2824)
H (-0.6184, 1.4379, -1.3693)
H (2.4876, 0.7195, 0.4000)
H (3.1802, -0.4761, -0.4469)
H (1.1086, -1.7830, 0.5977)
H (-1.0117, -1.9584, 0.2682)
H (-2.4256, 0.6732, 0.4516)
H (-3.2190, -1.0184, 0.3704)